(1)
C13H52N26O13 | the ωB97M-V functional and the def2-TZVPD basis

Each line ends with the Löwdin charge.
CARTESIAN COORDINATES (ANGSTROEM)
C: 2.637 0.482 4.195  -0.67
O: 2.214 0.112 3.087  -0.02
N: 3.341 -0.305 5.043  0.18
N: 2.599 1.785 4.487  0.18
H: 3.518 -0.012 5.986  0.10
H: 3.368 -1.269 4.747  0.11
H: 2.039 2.302 3.821  0.08
H: 3.014 2.235 5.283  0.11
C: 2.303 -4.514 2.622  -0.71
O: 3.169 -5.411 2.633  -0.04
N: 1.595 -4.278 3.740  0.16
N: 1.974 -3.885 1.490  0.18
H: 0.834 -3.615 3.778  0.05
H: 1.859 -4.869 4.507  0.10
H: 2.488 -4.331 0.747  0.11
H: 1.195 -3.250 1.444  0.06
C: -2.870 -1.738 -3.562  -0.70
O: -2.142 -2.028 -4.521  0.01
N: -4.029 -1.070 -3.676  0.17
N: -2.493 -2.119 -2.333  0.17
H: -4.671 -1.059 -2.894  0.09
H: -4.343 -0.995 -4.630  0.13
H: -3.140 -1.922 -1.574  0.08
H: -2.009 -3.005 -2.478  0.11
C: -2.278 -4.757 -0.534  -0.70
O: -1.541 -4.891 -1.519  -0.01
N: -1.990 -4.039 0.555  0.18
N: -3.551 -5.214 -0.522  0.15
H: -1.177 -3.436 0.507  0.06
H: -2.496 -4.213 1.403  0.09
H: -3.844 -5.707 -1.348  0.11
H: -4.120 -5.120 0.298  0.09
C: 2.835 -1.112 -2.811  -0.72
O: 2.699 -1.265 -4.032  -0.01
N: 3.585 -0.128 -2.284  0.16
N: 2.292 -1.937 -1.917  0.19
H: 4.030 -0.170 -1.365  0.04
H: 4.049 0.458 -2.959  0.10
H: 1.619 -2.646 -2.149  0.12
H: 2.344 -1.641 -0.954  0.08
C: 4.777 1.274 0.592  -0.66
O: 4.320 0.168 0.323  0.02
N: 4.521 1.856 1.797  0.18
N: 5.582 1.989 -0.227  0.16
H: 5.116 2.525 2.250  0.10
H: 3.877 1.305 2.350  0.06
H: 6.011 1.333 -0.864  0.11
H: 6.063 2.819 0.069  0.10
C: 2.251 3.348 -1.453  -0.62
O: 1.473 2.675 -0.779  -0.03
N: 3.132 4.262 -0.957  0.15
N: 2.406 3.343 -2.820  0.17
H: 3.766 4.674 -1.610  0.09
H: 3.254 4.497 0.013  0.10
H: 1.685 2.751 -3.249  0.06
H: 3.096 3.906 -3.267  0.10
C: -2.241 -2.458 3.487  -0.70
O: -1.142 -2.930 3.809  -0.01
N: -2.307 -1.515 2.532  0.18
N: -3.387 -2.779 4.138  0.16
H: -3.243 -1.230 2.297  0.09
H: -1.447 -1.365 2.021  0.07
H: -4.182 -2.170 4.080  0.10
H: -3.296 -3.603 4.707  0.11
C: -4.219 0.159 -0.531  -0.67
O: -4.669 -0.994 -0.634  -0.02
N: -3.522 0.805 -1.474  0.19
N: -4.322 0.878 0.593  0.17
H: -3.362 0.395 -2.387  0.06
H: -2.943 1.601 -1.232  0.06
H: -5.064 0.757 1.263  0.11
H: -3.949 1.812 0.729  0.07
C: -2.518 3.628 -0.886  -0.72
O: -2.948 3.480 0.261  0.00
N: -1.265 3.309 -1.249  0.19
N: -3.281 4.048 -1.906  0.17
H: -0.694 2.952 -0.498  0.08
H: -1.020 3.265 -2.225  0.08
H: -4.237 4.312 -1.744  0.12
H: -2.852 4.311 -2.775  0.10
C: 0.071 -0.767 0.121  -0.65
O: -0.083 -1.853 0.717  -0.05
N: -0.425 -0.438 -1.094  0.20
N: 0.930 0.124 0.590  0.17
H: -0.296 0.534 -1.316  0.08
H: -1.132 -1.051 -1.471  0.05
H: 1.283 0.744 -0.130  0.07
H: 1.502 -0.024 1.412  0.07
C: -0.557 1.318 -4.222  -0.66
O: 0.179 2.319 -4.174  -0.03
N: -1.876 1.435 -4.528  0.17
N: -0.140 0.059 -4.061  0.22
H: -2.284 0.544 -4.761  0.08
H: -2.128 2.369 -4.799  0.11
H: 0.814 -0.227 -3.885  0.08
H: -0.821 -0.676 -4.208  0.06
C: -0.145 3.359 2.708  -0.71
O: -0.691 4.077 3.532  0.02
N: -0.565 2.143 2.339  0.19
N: 1.046 3.767 2.144  0.15
H: -1.405 1.840 2.802  0.11
H: 0.036 1.512 1.827  0.05
H: 1.229 3.377 1.226  0.05
H: 1.331 4.701 2.378  0.10

The calculation puts the relative energy (zero: lowest compared OMol25 entry of this formula, charge and spin) at 31.2 kcal/mol. The value obtained for the total energy is -2928.9228 Eh. For the largest force on an atom, the calculation gives 0.0630 Eh/bohr. As for the HOMO energy: -0.3146 Ha. As for the LUMO energy: -0.027 eV.

---

(2)
C13H52N26O13 | the ωB97M-V functional and the def2-TZVPD basis

Each line ends with the Löwdin charge.
CARTESIAN COORDINATES (ANGSTROEM)
C: 2.604 1.682 3.076  -0.52
O: 2.443 1.154 1.976  -0.02
N: 1.695 1.583 4.103  0.20
N: 3.601 2.570 3.350  0.21
H: 1.799 2.030 4.991  0.11
H: 0.940 0.927 3.980  0.08
H: 4.362 2.712 2.714  0.10
H: 3.534 3.061 4.218  0.11
C: -2.938 4.433 2.292  -0.66
O: -3.432 5.374 1.668  0.00
N: -1.837 3.752 1.858  0.17
N: -3.468 3.991 3.474  0.15
H: -1.540 2.932 2.364  0.04
H: -1.506 3.947 0.919  0.05
H: -3.194 3.065 3.748  0.06
H: -4.255 4.466 3.868  0.10
C: -1.265 5.459 -1.468  -0.61
O: -1.086 4.445 -0.785  -0.03
N: -0.368 5.851 -2.414  0.18
N: -2.298 6.322 -1.251  0.17
H: -0.404 6.805 -2.705  0.10
H: 0.459 5.259 -2.424  0.06
H: -2.963 6.102 -0.522  0.08
H: -2.351 7.222 -1.683  0.09
C: -5.139 -0.721 -0.879  -0.68
O: -5.311 0.482 -0.992  0.03
N: -6.186 -1.599 -0.786  0.14
N: -3.918 -1.322 -0.789  0.15
H: -6.089 -2.596 -0.844  0.09
H: -7.141 -1.304 -0.708  0.10
H: -3.908 -2.231 -0.366  0.06
H: -3.066 -0.839 -1.030  0.07
C: 2.693 3.843 -0.924  -0.62
O: 1.986 4.684 -1.464  0.02
N: 2.162 2.669 -0.437  0.17
N: 4.023 3.951 -0.666  0.16
H: 2.739 2.049 0.098  0.05
H: 1.166 2.577 -0.490  0.03
H: 4.550 3.164 -0.296  0.05
H: 4.472 4.792 -0.978  0.10
C: -2.133 -3.894 1.591  -0.68
O: -2.181 -3.382 2.714  -0.01
N: -2.063 -5.218 1.354  0.17
N: -1.956 -3.118 0.491  0.16
H: -2.076 -5.906 2.080  0.10
H: -2.071 -5.512 0.389  0.07
H: -1.696 -3.526 -0.394  0.08
H: -1.779 -2.149 0.688  0.05
C: 2.862 -3.363 0.738  -0.65
O: 1.632 -3.389 0.691  -0.01
N: 3.559 -2.456 -0.018  0.14
N: 3.599 -4.130 1.568  0.18
H: 2.991 -1.813 -0.544  0.12
H: 4.536 -2.344 0.175  0.05
H: 3.101 -4.820 2.105  0.12
H: 4.590 -4.111 1.710  0.11
C: -0.057 0.077 -0.235  -0.62
O: -0.916 -0.344 -1.031  -0.04
N: 0.835 -0.691 0.444  0.22
N: -0.002 1.395 0.084  0.14
H: 0.786 -1.703 0.407  0.06
H: 1.465 -0.246 1.097  0.07
H: -0.691 1.965 -0.383  0.10
H: 0.599 1.731 0.818  0.09
C: -0.427 -2.529 -4.214  -0.67
O: -0.168 -2.289 -5.389  0.02
N: 0.359 -2.081 -3.156  0.14
N: -1.422 -3.376 -3.825  0.17
H: 1.177 -1.585 -3.462  0.10
H: -0.261 -1.698 -2.444  0.05
H: -2.064 -3.783 -4.476  0.10
H: -1.262 -3.836 -2.939  0.04
C: -0.295 2.113 -3.842  -0.65
O: -0.069 3.080 -4.561  0.01
N: -0.451 0.860 -4.395  0.16
N: -0.395 2.159 -2.487  0.17
H: -0.624 0.075 -3.798  0.05
H: -0.246 0.831 -5.375  0.10
H: -0.327 3.051 -2.006  0.06
H: -0.479 1.283 -2.007  0.03
C: -2.028 0.477 3.095  -0.61
O: -1.016 1.186 3.078  -0.03
N: -2.989 0.553 4.089  0.15
N: -2.453 -0.235 2.025  0.20
H: -3.932 0.316 3.848  0.10
H: -2.691 0.574 5.049  0.10
H: -3.132 -0.969 2.089  0.09
H: -2.057 0.100 1.159  0.08
C: 0.187 -5.860 -1.505  -0.63
O: -0.882 -5.236 -1.577  -0.04
N: 0.292 -7.200 -1.701  0.17
N: 1.348 -5.151 -1.566  0.18
H: -0.608 -7.638 -1.808  0.11
H: 1.106 -7.691 -1.385  0.10
H: 2.202 -5.679 -1.606  0.10
H: 1.307 -4.197 -1.248  0.07
C: 4.744 0.329 0.714  -0.59
O: 4.727 1.548 0.524  -0.02
N: 3.710 -0.314 1.329  0.15
N: 5.673 -0.466 0.105  0.17
H: 3.812 -1.301 1.475  0.07
H: 3.105 0.221 1.933  -0.11
H: 5.527 -1.456 0.102  0.05
H: 6.505 0.018 -0.174  0.12

The calculation puts the relative energy (zero: lowest compared OMol25 entry of this formula, charge and spin) at 121.3 kcal/mol. The value obtained for the total energy is -2928.7793 Eh. For the largest force on an atom, the calculation gives 0.1375 Eh/bohr. As for the HOMO energy: -0.3066 Ha. As for the LUMO energy: -0.435 eV.

---

(3)
C13H52O13 | the ωB97M-V functional and the def2-TZVPD basis

Each line ends with the Löwdin charge.
CARTESIAN COORDINATES (ANGSTROEM)
C: -3.372 -1.597 -2.418  -0.16
O: -3.952 -2.032 -1.203  -0.13
H: -3.747 -2.233 -3.215  0.08
H: -3.650 -0.559 -2.632  0.08
H: -2.279 -1.677 -2.416  0.07
H: -3.546 -1.540 -0.479  0.02
C: -0.982 1.911 -4.050  -0.15
O: -2.178 1.644 -4.792  -0.12
H: -0.872 1.092 -3.350  0.06
H: -0.149 2.000 -4.750  0.09
H: -1.077 2.872 -3.534  0.07
H: -2.127 2.097 -5.636  0.07
C: 0.959 -1.219 -3.896  -0.15
O: 1.243 -2.592 -4.194  -0.13
H: 0.353 -0.812 -4.702  0.08
H: 0.464 -1.098 -2.934  0.04
H: 1.905 -0.667 -3.871  0.07
H: 1.456 -2.999 -3.347  0.02
C: -1.695 -1.545 3.287  -0.12
O: -2.325 -1.300 4.554  -0.12
H: -1.494 -0.570 2.855  0.05
H: -0.813 -2.170 3.417  0.08
H: -2.353 -2.052 2.578  0.08
H: -3.083 -1.874 4.682  0.09
C: -4.602 -0.598 1.744  -0.12
O: -3.464 -0.214 0.963  -0.16
H: -4.465 -0.335 2.795  0.08
H: -5.510 -0.120 1.370  0.09
H: -4.754 -1.668 1.625  0.09
H: -3.463 0.749 0.937  0.09
C: -1.208 3.815 0.023  -0.17
O: -2.561 4.044 0.349  -0.12
H: -0.927 4.260 -0.939  0.07
H: -0.553 4.272 0.775  0.08
H: -1.013 2.746 -0.019  0.06
H: -2.705 4.993 0.374  0.08
C: 2.491 -3.433 2.105  -0.11
O: 1.552 -2.735 1.273  -0.14
H: 2.040 -4.351 2.477  0.08
H: 3.381 -3.694 1.523  0.08
H: 2.811 -2.788 2.923  0.08
H: 1.445 -1.843 1.621  0.04
C: 4.393 -0.119 0.111  -0.11
O: 4.295 0.848 -0.934  -0.13
H: 3.500 -0.039 0.720  0.06
H: 4.508 -1.131 -0.283  0.07
H: 5.299 0.065 0.698  0.08
H: 4.825 0.584 -1.691  0.09
C: -2.275 2.239 3.832  -0.16
O: -2.496 1.570 5.069  -0.12
H: -3.103 2.927 3.670  0.08
H: -1.337 2.801 3.870  0.07
H: -2.219 1.542 2.991  0.05
H: -2.194 0.658 4.980  0.03
C: 1.842 3.164 -2.475  -0.14
O: 2.095 1.794 -2.751  -0.14
H: 1.003 3.503 -3.081  0.06
H: 1.481 3.250 -1.438  0.07
H: 2.738 3.766 -2.621  0.08
H: 2.827 1.500 -2.193  0.03
C: 3.309 -3.424 -1.873  -0.15
O: 2.185 -2.695 -1.412  -0.15
H: 3.130 -4.506 -1.831  0.09
H: 3.500 -3.200 -2.923  0.08
H: 4.214 -3.182 -1.307  0.07
H: 2.122 -2.849 -0.451  0.04
C: 1.820 0.812 3.814  -0.13
O: 1.680 -0.110 2.750  -0.15
H: 2.328 1.713 3.451  0.08
H: 0.857 1.103 4.239  0.07
H: 2.436 0.365 4.589  0.08
H: 1.091 0.268 2.083  0.03
C: 0.421 0.139 -0.474  -0.10
O: -0.272 0.206 0.783  -0.14
H: 0.085 0.901 -1.174  0.06
H: 1.497 0.275 -0.325  0.07
H: 0.415 -0.884 -0.863  0.07
H: -1.182 -0.034 0.573  0.06

The calculation puts the relative energy (zero: lowest compared OMol25 entry of this formula, charge and spin) at 30.7 kcal/mol. The value obtained for the total energy is -1504.3956 Eh. For the largest force on an atom, the calculation gives 0.0225 Eh/bohr. As for the HOMO energy: -0.3524 Ha. As for the LUMO energy: 0.459 eV.

---

- Which formula does entry 3 have?
  C13H52O13